A 4-piece molecular cluster, C24H51ClN4 overall. Source: OMol25; level of theory: wB97M-V/def2-TZVPD.

Calculated values
HOMO energy (eV): -8.4858
Relative energy (zero: lowest compared OMol25 entry of this formula, charge and spin) (kJ/mol): 527.4

Geometry as ORCA input:
```
! wB97M-V def2-TZVPD RIJCOSX def2/J DEFGRID3
* xyz 2 1
C 3.745 -2.791 -6.383
H 0.748 -2.358 -3.170
H -1.923 5.548 -6.626
H 4.214 -0.713 -4.009
H 0.135 4.479 -5.230
H 3.190 -1.590 -1.293
C 0.225 6.770 -2.881
C -2.235 -6.474 8.030
H 3.363 -4.154 -4.767
H 4.590 -2.988 -4.336
H 2.638 -0.506 -3.139
C -2.763 -4.114 8.782
C -6.454 -3.697 11.395
H -4.581 -3.720 12.411
H 1.312 -3.851 -3.835
N 2.631 -2.196 -4.153
H 5.559 1.194 -0.585
H 3.808 -3.773 -6.852
C 3.487 -1.161 -3.332
H -5.184 -5.357 12.023
C -3.840 -5.645 9.892
H -6.914 -4.169 10.526
H 4.580 -2.183 -6.731
H 0.746 3.975 -2.938
H -1.672 -6.086 7.181
C -5.075 -4.335 11.660
C -0.245 2.886 -0.617
C 1.643 -2.970 -3.285
N -2.940 -5.433 8.851
H 0.165 7.610 -3.573
C 3.658 -3.112 -4.887
H 1.082 3.307 0.987
H 4.059 1.123 -1.117
H -3.736 -2.418 9.967
C 4.772 0.443 -0.651
H 0.398 2.159 -1.113
C -3.612 -3.455 9.692
C 5.189 -0.759 -1.462
H 4.514 0.172 0.373
H -0.982 3.508 -3.233
H -0.320 6.917 -1.948
H 2.620 -1.434 -7.548
H 1.745 -2.728 -7.237
H 0.916 -1.426 -5.198
C -2.744 6.126 -4.740
C 2.461 -2.103 -6.703
H -2.085 -3.815 7.996
N -0.643 5.580 -3.490
H 5.828 -0.633 -2.336
H -6.391 -2.719 10.917
H -1.303 4.769 -0.943
H -1.170 2.314 -0.695
H -0.622 3.436 1.444
H -4.166 -6.628 10.197
H -2.649 7.192 -4.946
H 1.161 6.296 -2.583
Cl 0.282 -3.905 2.742
H 2.268 -0.359 -5.280
H 4.320 -2.691 -2.056
C -0.479 5.347 -4.988
H -2.182 4.257 -5.429
C -2.204 5.851 -3.369
C -0.301 4.196 -2.731
H 0.110 6.193 -5.343
C 0.098 2.852 0.871
H -2.565 6.572 -2.636
C -0.337 4.318 -1.168
C 4.026 -1.643 -1.990
C 1.991 -1.409 -5.379
H 0.003 1.867 1.327
H 0.454 5.033 -0.940
H 5.827 -1.350 -0.805
H 2.068 -3.193 -2.307
H -2.701 4.931 -3.062
H -3.058 -7.135 7.758
C -1.853 5.286 -5.570
H -3.793 5.848 -4.842
N -4.222 -4.434 10.462
H -1.544 -6.922 8.745
H -7.143 -3.814 12.232
*
```